Record 1
Below is a single C4H7NO molecule in a non-equilibrium geometry, with properties calculated with the ωB97M-V functional and the def2-TZVPD basis.

ORCA input file:
```
! RIJCOSX wB97M-V def2-TZVPD def2/J DEFGRID3
* xyz 0 1
C -0.267 0.461 -1.093
C 1.104 0.037 -0.513
C 0.596 -0.804 0.615
H 0.286 -1.827 0.334
H -0.274 1.483 -1.478
H 0.921 -0.695 1.629
H -1.313 0.671 2.028
H -0.617 -0.244 -1.848
N -0.693 0.934 1.245
H 1.743 -0.522 -1.209
C -1.132 0.246 0.162
O -1.995 -0.630 0.233
H 1.642 0.891 -0.105
*
```

The value obtained for the HOMO-LUMO gap is 7.88 eV. The energy above the lowest of the compared OMol25 structures with the same formula, charge and spin is 97.7 kcal/mol.

=====

Record 2
Below is 2 unconnected molecules or ions with the total composition C2H8NO2P in a non-equilibrium geometry, with properties calculated with the ωB97M-V functional and the def2-TZVPD basis.

ORCA input file:
```
! RIJCOSX wB97M-V def2-TZVPD def2/J DEFGRID3
* xyz 0 1
H 2.883 2.256 0.486
H -3.597 1.104 -1.059
O -1.109 1.222 0.371
P -1.723 0.115 -0.717
C -1.529 -1.339 0.553
O -3.368 0.367 -0.513
H -0.522 -1.431 0.967
H -1.608 -2.228 0.016
C 2.635 0.505 -0.248
H 3.541 0.063 0.227
N 2.311 1.724 -0.193
H -2.319 -1.283 1.276
H -1.286 2.129 -0.009
H 2.205 -0.052 -0.974
*
```

The value obtained for the HOMO-LUMO gap is 9.71 eV. As for the SMILES: CP(O)O.C=N. The energy above the lowest of the compared OMol25 structures with the same formula, charge and spin is 50.9 kcal/mol.

=====

Record 3
Below is a single C15H23N3O2 molecule in a non-equilibrium geometry, with properties calculated with the ωB97M-V functional and the def2-TZVPD basis.

ORCA input file:
```
! RIJCOSX wB97M-V def2-TZVPD def2/J DEFGRID3
* xyz 0 1
N 1.944 2.505 -0.531
H -0.830 0.486 1.434
H 3.690 0.817 1.826
H 2.053 1.791 3.186
C -2.223 -0.386 -0.988
C 0.436 2.034 -2.316
C -1.845 -2.731 -2.397
N -0.832 -1.539 1.857
H 1.591 -0.740 2.822
H -1.873 -3.703 -0.495
H -2.622 -2.527 1.566
C 3.054 2.257 0.362
H 0.934 2.054 1.853
H 1.204 3.128 -0.248
C -0.104 -0.324 1.534
H 3.249 3.165 0.935
C -2.143 -1.608 1.218
O 2.463 0.857 -2.000
H -2.245 0.583 -2.892
C -1.934 -2.758 -1.016
H 0.270 1.509 -3.253
N -0.389 2.845 -1.806
C -2.146 -0.357 -2.369
C -0.037 -2.728 1.637
O -1.555 3.061 -2.520
H 0.309 0.214 3.562
H -2.381 0.535 -0.444
H -1.881 -1.508 -4.155
H 0.304 -2.831 0.596
H 2.523 0.219 0.654
H -1.700 -3.651 -2.944
C 2.776 1.069 1.288
H 3.924 2.027 -0.259
C -2.115 -1.585 -0.292
H -2.727 -0.760 1.589
H -2.061 3.698 -1.995
H 0.838 -2.697 2.284
C 1.710 1.726 -1.607
C 0.878 0.064 2.643
H 0.426 -0.415 0.571
C -1.948 -1.530 -3.077
C 1.641 1.340 2.281
H -0.625 -3.605 1.905
*
```

The value obtained for the HOMO-LUMO gap is 8.96 eV. As for the SMILES: CN(CCCCCNC(=O)/C=N/O)Cc1ccccc1. The energy above the lowest of the compared OMol25 structures with the same formula, charge and spin is 43.5 kcal/mol.

=====

Record 4
Below is a gas-phase ion, C3H3BrClN2 (charge +1) in a non-equilibrium geometry, with properties calculated with the ωB97M-V functional and the def2-TZVPD basis.

ORCA input file:
```
! RIJCOSX wB97M-V def2-TZVPD def2/J DEFGRID3
* xyz 1 1
H 1.727 1.517 0.161
C 1.039 -0.633 0.040
Br -2.971 0.005 0.051
N -0.245 1.163 -0.009
C 0.994 0.745 0.072
Cl 2.354 -1.607 0.087
N -0.305 -1.113 -0.021
H -0.700 -2.035 -0.129
H -0.748 2.010 -0.214
C -1.144 -0.051 -0.037
*
```

The value obtained for the HOMO-LUMO gap is 9.17 eV. As for the SMILES: Clc1c[nH+]c(Br)[nH]1. The energy above the lowest of the compared OMol25 structures with the same formula, charge and spin is 12.0 kcal/mol.